100
Properties=species:S:1:pos:R:3 method="wB97M-V/def2-TZVPD" homo_energy_ev=-9.6 smiles=OCCO.OCCO.OCCO.OCCO.OCCO.OCCO.OCCO.OCCO.OCCO.OCCO
O -1.284 0.207 2.662
C -0.184 0.611 1.876
C -0.101 -0.227 0.547
O -1.305 0.157 -0.246
H -1.822 0.966 2.887
H -0.334 1.681 1.606
H 0.784 0.491 2.462
H -0.062 -1.340 0.615
H 0.836 0.037 -0.061
H -0.909 0.297 -1.148
O 1.201 -4.482 1.256
C 0.976 -4.028 -0.107
C 2.040 -3.148 -0.596
O 3.327 -3.800 -0.761
H 0.448 -4.913 1.602
H 0.829 -4.936 -0.801
H 0.004 -3.563 -0.076
H 2.156 -2.276 0.088
H 1.799 -2.606 -1.552
H 3.368 -4.195 -1.631
O 0.943 -3.127 -3.809
C 0.005 -3.083 -4.955
C -1.410 -2.996 -4.560
O -1.482 -1.692 -3.847
H 0.679 -2.361 -3.272
H 0.326 -2.194 -5.489
H 0.191 -3.953 -5.533
H -1.745 -3.824 -3.925
H -1.969 -2.935 -5.462
H -2.298 -1.756 -3.340
O -4.192 2.320 0.236
C -4.425 1.551 1.394
C -4.096 2.370 2.627
O -2.706 2.599 2.840
H -3.364 2.006 -0.184
H -5.482 1.388 1.450
H -4.043 0.534 1.311
H -4.457 1.892 3.566
H -4.545 3.376 2.490
H -2.292 3.165 2.178
O 2.749 4.090 -0.393
C 2.522 4.684 -1.596
C 1.001 5.170 -1.586
O 0.237 4.087 -1.064
H 2.100 4.440 0.277
H 3.148 5.487 -1.802
H 2.574 3.919 -2.367
H 0.704 5.420 -2.610
H 0.794 5.971 -0.909
H 0.446 3.253 -1.508
O 0.418 1.160 -2.443
C 0.893 0.750 -3.714
C 2.233 0.041 -3.477
O 3.110 0.855 -2.645
H 1.286 1.206 -1.912
H 0.125 0.055 -4.118
H 1.063 1.666 -4.355
H 2.831 -0.316 -4.265
H 2.057 -0.801 -2.884
H 3.413 0.321 -1.874
O -1.479 -4.176 2.638
C -1.365 -3.698 3.962
C -0.002 -4.048 4.453
O 0.910 -3.194 3.764
H -2.370 -3.928 2.301
H -1.529 -2.635 4.020
H -2.107 -4.246 4.569
H 0.301 -5.088 4.335
H 0.136 -3.816 5.549
H 1.265 -3.615 3.015
O 1.812 4.201 2.130
C 0.819 4.844 2.957
C -0.323 5.321 2.250
O -0.955 4.208 1.517
H 1.730 3.196 2.232
H 0.563 4.151 3.744
H 1.358 5.771 3.345
H -0.068 6.142 1.559
H -1.052 5.765 2.897
H -0.718 4.229 0.558
O 3.996 -0.762 -0.553
C 4.086 -0.059 0.710
C 3.846 1.380 0.498
O 2.592 1.568 -0.050
H 4.112 -1.705 -0.348
H 3.377 -0.460 1.423
H 5.048 -0.289 1.145
H 4.640 1.757 -0.184
H 3.959 1.946 1.450
H 2.655 2.557 -0.241
O -3.053 -1.596 -1.436
C -3.194 -2.918 -0.964
C -4.140 -2.754 0.184
O -3.421 -2.343 1.340
H -2.311 -1.109 -0.984
H -3.651 -3.547 -1.716
H -2.242 -3.439 -0.697
H -4.699 -3.597 0.574
H -4.884 -2.017 -0.103
H -2.754 -1.668 1.068

***

100
Properties=species:S:1:pos:R:3 method="wB97M-V/def2-TZVPD" total_charge=+1 homo_energy_ev="-11.4 / -11.4" s_squared=0.756 multiplicity=2
C -15.308 -17.107 -8.479
C -16.000 -15.707 -8.358
O -15.054 -14.723 -8.243
O -14.382 -17.410 -7.478
H -14.726 -17.181 -9.397
H -16.094 -17.858 -8.562
H -16.589 -15.548 -7.455
H -16.659 -15.612 -9.221
H -15.396 -13.911 -8.624
H -13.789 -16.660 -7.391
C -13.550 -14.759 -5.221
C -13.102 -13.399 -4.543
O -13.730 -12.286 -5.231
O -12.918 -14.904 -6.492
H -14.637 -14.689 -5.251
H -13.324 -15.605 -4.572
H -12.022 -13.270 -4.604
H -13.302 -13.328 -3.474
H -14.569 -12.078 -4.814
H -13.604 -14.772 -7.150
C -9.931 -15.390 -5.295
C -8.424 -15.505 -5.103
O -7.639 -14.985 -6.154
O -10.348 -16.020 -6.488
H -10.203 -14.338 -5.377
H -10.408 -15.789 -4.400
H -8.289 -16.571 -4.921
H -8.104 -15.129 -4.131
H -6.713 -14.940 -5.905
H -11.213 -15.638 -6.654
C -9.577 -13.095 -8.269
C -8.928 -12.008 -7.312
O -8.762 -12.411 -5.995
O -8.856 -14.255 -8.480
H -9.903 -12.604 -9.186
H -10.549 -13.329 -7.834
H -9.471 -11.065 -7.367
H -7.939 -11.875 -7.749
H -8.358 -13.281 -5.968
H -8.572 -14.676 -7.666
C -5.427 -19.655 -3.516
C -4.781 -18.270 -3.815
O -5.765 -17.251 -3.712
O -6.411 -20.030 -4.387
H -5.873 -19.443 -2.544
H -4.675 -20.444 -3.528
H -4.458 -18.218 -4.855
H -3.868 -18.147 -3.232
H -5.522 -16.443 -4.170
H -7.226 -20.086 -3.883
C -8.809 -20.267 -8.009
C -8.880 -18.866 -7.257
O -8.759 -17.766 -8.194
O -9.908 -20.498 -8.804
H -8.981 -21.125 -7.359
H -7.942 -20.389 -8.659
H -8.141 -18.858 -6.456
H -9.877 -18.756 -6.830
H -9.082 -17.030 -7.668
H -9.871 -19.759 -9.415
C -5.271 -10.965 -4.217
C -5.473 -11.196 -5.724
O -4.275 -11.468 -6.402
O -5.047 -12.203 -3.585
H -6.115 -10.373 -3.864
H -4.355 -10.432 -3.962
H -5.856 -10.253 -6.114
H -6.175 -11.990 -5.982
H -3.775 -12.192 -6.017
H -4.644 -11.985 -2.742
C -7.756 -13.525 -1.451
C -9.004 -12.559 -1.654
O -10.048 -13.131 -2.501
O -8.243 -14.710 -0.826
H -6.976 -13.075 -0.837
H -7.453 -13.938 -2.413
H -8.566 -11.606 -1.951
H -9.466 -12.275 -0.709
H -10.467 -12.465 -3.051
H -8.088 -15.497 -1.354
C -11.451 -18.325 -2.548
C -12.413 -19.414 -2.002
O -13.636 -19.466 -2.783
O -10.572 -18.809 -3.617
H -10.840 -17.884 -1.761
H -11.985 -17.542 -3.087
H -12.716 -19.226 -0.972
H -11.850 -20.347 -2.030
H -13.449 -19.650 -3.707
H -10.662 -18.142 -4.301
C -2.509 -14.270 -4.757
C -3.642 -15.132 -5.295
O -4.950 -14.852 -4.835
O -2.501 -12.983 -5.336
H -1.695 -14.886 -5.140
H -2.568 -14.249 -3.669
H -3.406 -16.167 -5.047
H -3.668 -15.199 -6.382
H -4.898 -13.990 -4.417
H -1.647 -12.547 -5.292

***

96
Properties=species:S:1:pos:R:3 method="wB97M-V/def2-TZVPD" homo_energy_ev=-8.7
N 0.078 -1.077 4.400
H 0.545 -0.391 4.847
H 0.823 -1.342 3.714
H -0.608 -0.845 3.723
H -0.245 -1.831 5.063
C -0.589 -0.495 0.577
O 0.090 0.483 0.420
O -1.935 -0.482 0.018
O -0.280 -1.499 1.292
H -2.139 0.393 -0.385
C -4.916 3.533 -2.980
C -4.620 3.976 -1.433
C -4.469 2.822 -0.354
O -5.753 2.313 -0.240
C -5.745 1.046 0.539
N -3.395 4.744 -1.374
H -4.908 4.364 -3.589
H -5.681 2.879 -3.217
H -3.927 3.142 -3.418
H -5.612 4.489 -1.075
H -4.288 3.276 0.476
H -3.701 2.189 -0.517
H -5.232 1.303 1.441
H -5.037 0.469 -0.066
H -6.606 0.610 0.478
H -3.511 5.720 -1.818
H -2.722 4.380 -1.833
C 2.518 4.205 -2.371
C 2.381 2.899 -1.594
C 3.607 2.761 -0.581
O 4.692 2.471 -1.300
C 5.860 2.188 -0.460
N 1.094 2.895 -0.973
H 2.660 5.139 -1.961
H 1.918 4.623 -3.067
H 3.374 4.138 -2.885
H 2.395 1.860 -2.322
H 3.412 1.763 0.055
H 3.581 3.827 -0.055
H 6.771 2.018 -0.987
H 5.650 1.428 0.092
H 6.000 3.092 0.058
H 1.318 3.369 -0.277
H 0.963 1.935 -0.562
C 1.107 -4.412 3.822
C 2.492 -4.935 3.764
C 2.773 -5.769 2.513
O 1.907 -6.832 2.338
C 2.048 -7.424 1.071
N 3.486 -3.907 3.923
H 0.976 -3.367 3.195
H 0.729 -3.853 4.837
H 0.338 -5.212 3.601
H 2.435 -5.594 4.719
H 3.685 -6.034 2.639
H 2.498 -5.115 1.549
H 1.548 -8.428 0.961
H 2.852 -7.661 0.708
H 1.570 -6.845 0.447
H 4.441 -4.198 3.756
H 3.431 -3.221 3.057
C -0.108 1.887 -4.629
C -1.356 1.876 -3.831
C -1.468 0.603 -3.009
O -1.672 -0.565 -3.764
C -1.727 -1.730 -3.041
N -1.352 2.954 -2.874
H 0.145 1.078 -5.153
H 0.704 2.117 -3.993
H -0.104 2.697 -5.417
H -2.051 1.803 -4.600
H -2.189 0.661 -2.225
H -0.582 0.517 -2.445
H -0.975 -1.800 -2.111
H -1.897 -2.673 -3.498
H -2.728 -1.697 -2.568
H -0.511 2.933 -2.474
H -2.102 2.689 -2.133
C 3.034 -1.634 0.342
O 2.193 -1.855 1.473
H 2.917 -0.580 -0.021
H 2.519 -2.071 -0.518
H 4.117 -1.927 0.501
H 1.326 -1.820 1.039
C -3.299 -3.217 1.275
O -2.452 -2.753 2.327
H -3.618 -4.229 1.586
H -2.831 -3.193 0.221
H -4.196 -2.491 1.186
H -1.978 -2.135 1.758
C 1.753 2.393 2.447
O 1.916 1.006 2.426
H 2.775 2.717 2.715
H 0.975 2.720 3.195
H 1.519 2.946 1.511
H 1.176 0.802 1.903

***

Short version: E_tot = -2302.6371 -2302.2542 -1824.2380 Eh, in the order given.